[1]
C12H28FeN4O8S | ωB97M-V/def2-TZVPD

* relative energy (zero: lowest compared OMol25 entry of this formula, charge and spin): 0.0 kcal per mole
* HOMO-LUMO gap (alpha / beta): 7.190 / 6.878 eV
* spin multiplicity: 5
* highest occupied orbital energy (alpha / beta): -7.12 / -6.81 eV

Cartesian coordinates (Å):
Fe1 0.7747 -0.7702 0.2205
S1 3.4202 -1.0091 0.1503
O1 4.1252 -0.6248 -1.0809
O2 4.4067 -1.3383 1.1668
O3 2.4939 0.1298 0.5308
O4 2.3674 -2.0682 -0.0958
C1 0.9300 -0.7215 -3.0283
O5 0.6236 -0.4783 -1.8662
N1 1.9107 -0.0781 -3.6623
C2 2.3294 -0.5321 -4.9742
C3 2.5380 1.0833 -3.1104
H1 0.5543 -1.5835 -3.5948
H2 2.0979 0.2340 -5.7207
H3 1.8653 -1.4573 -5.3104
H4 3.4075 -0.7004 -4.9893
H5 1.8345 1.5194 -2.4014
H6 3.4893 0.8515 -2.6269
H7 2.7834 1.9152 -3.7811
C4 -2.2463 -2.0691 -0.3068
O6 -1.1279 -1.6667 -0.0509
N2 -3.1661 -1.3311 -0.9467
C5 -4.4412 -1.8894 -1.3565
C6 -2.8359 -0.0746 -1.5769
H8 -2.5924 -3.0968 -0.1311
H9 -5.1773 -1.0959 -1.4747
H10 -4.7776 -2.6744 -0.6845
H11 -4.3792 -2.3202 -2.3646
H12 -1.7610 0.0961 -1.6147
H13 -3.1590 -0.0539 -2.6227
H14 -3.3486 0.7629 -1.0955
C7 0.6722 -0.3998 3.3932
O7 0.3696 -0.9468 2.3395
N3 1.7114 -0.7772 4.1373
C8 1.9838 -0.1464 5.4057
C9 2.4106 -2.0218 3.8695
H15 0.1629 0.5022 3.7635
H16 1.6294 0.8870 5.3920
H17 3.0594 -0.1201 5.5557
H18 1.4255 -0.5949 6.2313
H19 2.4995 -2.6028 4.7858
H20 1.9868 -2.6174 3.0651
H21 3.3964 -1.7792 3.4554
C10 -0.6716 2.2278 0.0276
O8 0.0482 1.3715 0.4977
N4 -1.8250 2.6638 0.5805
C11 -2.7041 3.5459 -0.1523
C12 -2.3622 2.0046 1.7524
H22 -0.4627 2.7571 -0.9183
H23 -3.1053 4.2952 0.5372
H24 -3.4703 2.9958 -0.6951
H25 -2.1234 4.2167 -0.7887
H26 -2.4768 2.7804 2.5140
H27 -3.3617 1.6070 1.5520
H28 -1.7316 1.1929 2.0987



[2]
C12H28N4O4 | ωB97M-V/def2-TZVPD

* relative energy (zero: lowest compared OMol25 entry of this formula, charge and spin): 9.0 kcal per mole
* HOMO-LUMO gap: 9.315 eV
* highest occupied orbital energy: -9.25 eV
* structure (SMILES): CNC(C)=O.CNC(C)=O.CNC(C)=O.CNC(C)=O

Cartesian coordinates (Å):
C1 -1.3284 -25.6645 -5.4766
C2 -2.1926 -26.7314 -4.8298
O1 -1.9241 -27.1878 -3.7293
N1 -3.2775 -27.1091 -5.5507
C3 -4.3710 -27.9001 -5.0239
H1 -1.7410 -24.6777 -5.2840
H2 -1.2413 -25.8560 -6.5490
H3 -0.3383 -25.7410 -5.0363
H4 -3.3828 -26.7719 -6.4947
H5 -4.1007 -28.2188 -4.0221
H6 -4.5566 -28.7626 -5.6642
H7 -5.2904 -27.3121 -5.0221
C4 -5.8307 -27.9550 -10.0671
C5 -4.7837 -27.1560 -9.3312
O2 -4.4342 -27.4483 -8.1906
N2 -4.2568 -26.0979 -10.0017
C6 -3.0938 -25.3896 -9.5009
H8 -6.7443 -28.0381 -9.4847
H9 -5.4453 -28.9637 -10.2359
H10 -6.0559 -27.5675 -11.0617
H11 -4.5731 -25.9847 -10.9484
H12 -2.2024 -26.0215 -9.5407
H13 -3.2551 -25.0863 -8.4695
H14 -2.9143 -24.5114 -10.1143
C7 -7.9061 -28.7962 -13.4715
C8 -6.6366 -28.7600 -14.2945
O3 -6.3956 -27.8471 -15.0616
N3 -5.7758 -29.7887 -14.0904
C9 -4.5105 -29.8946 -14.8012
H15 -8.6831 -28.2317 -13.9744
H16 -7.7168 -28.2956 -12.5158
H17 -8.2356 -29.8015 -13.2101
H18 -5.9217 -30.4191 -13.3233
H19 -4.0079 -28.9324 -14.8509
H20 -4.6541 -30.2825 -15.8109
H21 -3.8861 -30.6218 -14.2838
C10 -1.4318 -32.9044 -7.3573
C11 -1.8348 -32.3318 -8.7061
O4 -1.6836 -32.9868 -9.7252
N4 -2.4655 -31.1274 -8.7426
C12 -2.4837 -30.0783 -7.7367
H22 -1.7321 -32.2931 -6.5121
H23 -0.3412 -32.9652 -7.3628
H24 -1.8442 -33.9041 -7.2868
H25 -2.8506 -30.8969 -9.6437
H26 -1.8589 -30.2793 -6.8753
H27 -3.5081 -29.8040 -7.4934
H28 -2.0441 -29.1659 -8.1647



[3]
C12H28N5O4 | ωB97M-V/def2-TZVPD

* HOMO-LUMO gap: 5.500 eV
* highest occupied orbital energy: -3.75 eV
* charge: -1

Cartesian coordinates (Å):
C1 -0.6635 -0.5696 3.2141
C2 -0.2019 0.5838 4.1095
N1 1.2144 0.4941 4.4462
C3 2.1570 1.2768 3.6022
N2 1.8181 1.2632 2.1983
C4 2.1776 2.7594 4.0047
N3 3.4436 3.4038 3.6884
C5 3.3502 4.8477 3.7495
C6 3.5973 0.6667 3.8413
O1 3.8363 0.4425 5.0418
O2 4.3093 0.5154 2.8404
H1 -0.8365 -1.4618 3.8198
H2 0.1198 -0.8304 2.5063
H3 -1.5895 -0.3329 2.6898
H4 -0.4942 1.5415 3.6567
H5 -0.7643 0.5135 5.0447
H6 1.3556 0.7824 5.4024
H7 1.8054 0.3381 1.8008
H8 0.9656 1.7667 1.9974
H9 1.3602 3.2732 3.4615
H10 1.9899 2.8650 5.0756
H11 3.7072 3.1264 2.7483
H12 3.2398 5.1857 4.7812
H13 2.5146 5.2611 3.1586
H14 4.2706 5.2834 3.3556
C7 -2.5207 -1.2112 0.0468
O3 -3.4008 -0.8968 0.8244
N4 -2.2598 -0.5630 -1.1044
C8 -1.2072 -0.9791 -2.0108
C9 -3.0636 0.5980 -1.4381
H15 -1.8556 -2.0737 0.2198
H16 -0.4767 -0.1793 -2.1388
H17 -1.6253 -1.2280 -2.9880
H18 -0.6982 -1.8534 -1.6113
H19 -2.9699 1.3609 -0.6648
H20 -4.1171 0.3243 -1.5132
H21 -2.7239 1.0035 -2.3882
C10 -1.2760 -1.6589 -5.9146
O4 -0.2673 -1.0740 -5.5779
N5 -1.3267 -2.9615 -6.2564
C11 -2.5603 -3.6110 -6.6444
C12 -0.0924 -3.7290 -6.2253
H22 -2.2597 -1.1586 -5.9639
H23 -2.7924 -4.4348 -5.9663
H24 -2.4861 -4.0049 -7.6604
H25 -3.3768 -2.8928 -6.6093
H26 0.3346 -3.7229 -5.2224
H27 0.6419 -3.2963 -6.9048
H28 -0.3026 -4.7533 -6.5228



[4]
C12H28NO5P2SSc | ωB97M-V/def2-TZVPD

* relative energy (zero: lowest compared OMol25 entry of this formula, charge and spin): 159.2 kcal per mole
* HOMO-LUMO gap: 6.200 eV
* highest occupied orbital energy: -6.97 eV

Cartesian coordinates (Å):
C1 0.9811 -1.2761 -3.5994
C2 1.0596 -0.8658 -2.2291
N1 -0.1325 -0.7064 -1.5321
C3 -1.3316 -0.9885 -2.1091
C4 -1.4356 -1.3617 -3.4488
C5 -0.2456 -1.4992 -4.1979
C6 2.2889 -0.5606 -1.5818
P1 2.2611 -0.3106 0.1786
Sc1 -0.0190 0.0027 0.5197
P2 -2.3179 0.0283 0.3300
C7 -2.5552 -0.9930 -1.2105
O1 1.8181 2.2214 -2.3662
O2 -0.8398 2.6759 -2.0760
H1 1.9123 -1.4019 -4.1601
H2 -2.4145 -1.5699 -3.8880
H3 -0.2946 -1.8016 -5.2500
C8 3.0647 -1.7158 1.0684
C9 3.3780 1.1032 0.5788
H4 -3.4623 -0.6996 -1.7666
H5 -2.7126 -2.0304 -0.8552
H6 2.0268 1.2681 -2.1018
H7 3.2211 -0.8207 -2.1004
C10 -3.3607 -0.7788 1.6091
C11 -3.1530 1.6249 -0.0247
H8 0.3152 1.3439 0.4650
H9 -0.7319 3.5692 -1.7028
H10 0.1041 2.4336 -2.2967
H11 2.1657 2.2838 -3.2739
H12 -0.1436 -1.5250 0.9603
H13 -0.1194 1.2688 -0.2355
H14 4.1094 -1.8459 0.7356
H15 3.0433 -1.5192 2.1543
H16 2.4923 -2.6325 0.8558
H17 4.4250 0.8622 0.3225
H18 3.0530 1.9743 -0.0133
H19 3.3055 1.3357 1.6548
H20 -4.2203 1.4795 -0.2669
H21 -3.0607 2.2767 0.8610
H22 -2.6168 2.0839 -0.8738
H23 -4.4214 -0.8296 1.3082
H24 -2.9696 -1.7922 1.7951
H25 -3.2648 -0.1979 2.5417
C12 -0.2209 0.0875 5.3516
S1 0.3476 -0.0957 3.6392
O3 1.7756 0.4361 3.4661
O4 0.4937 -1.5738 3.2544
O5 -0.5922 0.6574 2.4073
H26 0.4811 -0.4354 6.0330
H27 -1.2331 -0.3549 5.4553
H28 -0.2535 1.1642 5.6166



[5]
C12H29ClIO2P2Tb | ωB97M-V/def2-TZVPD

* relative energy (zero: lowest compared OMol25 entry of this formula, charge and spin): 46.3 kcal per mole
* HOMO-LUMO gap (alpha / beta): 6.926 / 7.490 eV
* spin multiplicity: 7
* highest occupied orbital energy (alpha / beta): -14.14 / -14.14 eV
* charge: +2

Cartesian coordinates (Å):
C1 0.0067 0.8180 -7.8059
C2 0.0106 1.3824 -6.4188
H1 0.0094 1.6397 -8.5256
H2 -0.8922 0.2131 -7.9628
H3 0.9003 0.2057 -7.9646
O1 0.0194 2.5450 -6.0599
I1 -0.0014 -0.1425 -4.8644
Tb1 -0.0275 -0.0185 0.0587
P1 2.5650 -0.1294 -0.1207
C3 3.3682 1.1102 0.9278
C4 3.0585 -1.8002 0.4417
H4 4.1509 -1.8398 0.2946
H5 4.1682 -0.0908 -1.8427
H6 2.5190 -2.5513 -0.1635
H7 2.5235 -0.6624 -2.4754
H8 3.0460 0.9841 1.9849
H9 2.7894 -1.9618 1.5014
C5 3.0698 0.0704 -1.8457
H10 4.4570 0.9381 0.7994
H11 2.7873 1.0889 -2.1814
H12 3.0546 2.1177 0.5832
P2 -2.6034 -0.0905 -0.1241
C6 -3.3640 1.1645 0.9256
C7 -3.0763 0.1125 -1.8519
H13 -2.5509 -2.5170 -0.1444
H14 -4.1696 -1.7849 0.3227
H15 -2.7743 -1.8758 1.5221
C8 -3.0738 -1.7518 0.4622
H16 -2.5345 -0.6303 -2.4741
H17 -4.1754 -0.0366 -1.8375
H18 -4.4509 1.0015 0.7865
H19 -3.0324 2.1634 0.5746
H20 -2.7778 1.1286 -2.1838
H21 -3.0486 1.0361 1.9844
Cl1 -0.0158 -1.9071 -1.5196
C9 0.1056 0.5981 4.2029
C10 0.6095 -0.8474 4.4065
C11 0.9227 -1.2446 2.9728
O2 -0.1614 -0.5974 2.1848
C12 -0.8207 0.4521 3.0088
H22 -0.3675 1.0453 5.0632
H23 0.9689 1.2461 3.9075
H24 -0.2156 -1.4674 4.8068
H25 1.4671 -0.9331 5.0611
H26 1.8640 -0.7226 2.6699
H27 1.0012 -2.3038 2.7453
H28 -1.8136 0.0780 3.3306
H29 -0.9604 1.3750 2.4232



[6]
C12H30AsBrFNO5P | ωB97M-V/def2-TZVPD

* HOMO-LUMO gap: 6.213 eV
* highest occupied orbital energy: -3.30 eV
* charge: -1

Cartesian coordinates (Å):
C1 3.1656 3.8566 -0.7543
C2 2.9427 3.1532 -2.0747
O1 2.2357 1.9633 -1.8277
C3 2.1035 1.1652 -2.9807
C4 1.2950 -0.0851 -2.6774
O2 0.2427 0.2222 -1.8018
C5 -0.6381 -0.8770 -1.5767
As1 -0.5769 -1.5225 0.3678
O3 1.1585 -2.1856 -0.1709
C6 -0.3882 -2.5002 2.1356
C7 0.8511 -2.2493 2.9861
C8 -2.5137 -0.8973 0.7094
C9 -2.8746 0.5087 0.2365
O4 -3.9810 0.4998 -0.6906
C10 -3.1449 1.4966 1.3873
N1 -2.5889 2.8400 1.2336
C11 0.1922 0.2580 1.0178
C12 1.6832 0.4509 1.0819
F1 -0.3551 0.4928 2.3237
P1 -1.4652 -3.6660 -0.7206
O5 -0.2573 -4.7907 -0.3504
Br1 -3.0513 -4.4890 0.7403
H1 3.8975 3.3230 -0.1474
H2 2.2271 3.8954 -0.2001
H3 3.5204 4.8772 -0.9116
H4 3.9034 2.9334 -2.5674
H5 2.3668 3.7848 -2.7697
H6 3.1036 0.8578 -3.3259
H7 1.6450 1.7495 -3.7930
H8 1.9242 -0.8772 -2.2538
H9 0.8865 -0.4528 -3.6313
H10 -1.6509 -0.5802 -1.8719
H11 -0.3384 -1.7384 -2.1754
H12 1.2413 -3.1032 0.1123
H13 -1.2935 -2.3034 2.7122
H14 -0.4234 -3.5563 1.8640
H15 0.8945 -2.9558 3.8219
H16 1.7606 -2.3713 2.3954
H17 0.8533 -1.2408 3.3988
H18 -2.6966 -1.0038 1.7805
H19 -3.1657 -1.6136 0.2037
H20 -2.0711 0.9321 -0.3742
H21 -4.6818 -0.0189 -0.2813
H22 -4.2316 1.5856 1.4936
H23 -2.7513 1.0941 2.3197
H24 -2.7591 3.1829 0.2932
H25 -1.5801 2.7921 1.3365
H26 -0.2388 1.0328 0.3837
H27 2.1694 -0.3206 1.6727
H28 2.0751 0.4002 0.0664
H29 1.9192 1.4338 1.5040
H30 -0.5409 -5.3830 0.3503



[7]
C12H30BF4LiO8 | ωB97M-V/def2-TZVPD

* HOMO-LUMO gap: 6.332 eV
* highest occupied orbital energy: -7.28 eV

Cartesian coordinates (Å):
Li1 -0.7165 -3.8372 1.6051
B1 -0.1165 -0.8222 0.8301
F1 0.3235 -0.4162 1.9881
F2 0.5375 -0.1492 -0.1599
F3 0.0665 -2.2722 0.7141
F4 -1.4945 -0.5322 0.6991
C1 -1.2695 2.5208 3.1211
O1 -2.0175 2.0958 1.8601
H1 -1.9105 2.3328 3.8711
H2 -1.1825 3.5788 3.0211
H3 -0.2905 2.0658 3.0321
H4 -1.6495 1.1298 1.6611
C2 -2.5465 -1.6132 4.4921
O2 -3.7515 -2.2922 4.7671
H5 -2.3645 -0.6422 4.7761
H6 -2.4805 -1.5412 3.2371
H7 -1.5985 -2.1962 4.6791
H8 -3.5505 -3.0002 5.4121
C3 -0.8415 -4.7872 -1.3509
O3 -0.4825 -5.2262 -0.0749
H9 -0.7355 -3.7162 -1.4419
H10 -2.0045 -4.9022 -1.3509
H11 -0.4525 -5.4172 -2.0939
H12 -0.2105 -6.0712 -0.2959
C4 1.5615 -1.3982 -3.6729
O4 1.3155 -0.0862 -4.1839
H13 1.6975 -1.2812 -2.5069
H14 2.3015 -1.8672 -4.1749
H15 0.7395 -2.1132 -3.4049
H16 1.8885 0.4358 -3.8859
C5 2.5225 2.3528 2.0061
O5 3.9055 2.3828 1.9291
H17 2.0545 1.4908 1.9251
H18 2.2035 2.9788 1.1061
H19 2.0545 2.6938 2.8131
H20 4.0385 3.2578 1.5001
C6 -4.0165 -3.5392 1.0551
O6 -2.7175 -3.0272 1.1281
H21 -4.3455 -3.6562 -0.0629
H22 -4.8115 -2.8462 1.5421
H23 -4.1155 -4.3892 1.6801
H24 -2.8235 -2.2362 0.8271
C7 1.0235 2.5878 -2.0119
C8 0.7195 3.7558 -2.8399
C9 1.6875 4.4148 -3.7039
C10 2.9775 3.9718 -3.6379
C11 3.4315 3.0748 -2.6419
C12 2.4295 2.2798 -1.8889
O7 2.7905 1.3368 -1.0559
O8 1.3325 5.3628 -4.6109
H25 0.2795 2.0398 -1.4859
H26 -0.3805 4.0278 -2.9869
H27 3.7165 4.1758 -4.4809
H28 4.4395 2.6788 -2.5269
H29 2.0845 0.7928 -0.6599
H30 0.7535 6.0578 -4.0859



[8]
C12H30Br6N6O12 | ωB97M-V/def2-TZVPD

* relative energy (zero: lowest compared OMol25 entry of this formula, charge and spin): 0.0 kcal per mole
* HOMO-LUMO gap: 9.576 eV
* highest occupied orbital energy: -9.94 eV
* structure (SMILES): C[N+](=O)[O-].C[N+](=O)[O-].C[N+](=O)[O-].C[N+](=O)[O-].C[N+](=O)[O-].C[N+](=O)[O-].BrCCBr.BrCCBr.BrCCBr

Cartesian coordinates (Å):
Br1 -13.2490 10.8515 17.1173
C1 -14.9794 10.0291 16.6326
C2 -15.9415 10.0048 17.8030
Br2 -15.2154 9.1009 19.3488
H1 -14.7867 9.0185 16.2782
H2 -15.4310 10.5485 15.7890
H3 -16.8550 9.4844 17.5145
H4 -16.2825 10.9960 18.0940
Br3 -17.9091 1.9599 15.9093
C3 -19.8205 1.7922 16.3216
C4 -20.1182 2.2022 17.7421
Br4 -19.5042 0.8141 18.9645
H5 -20.0736 0.7609 16.0938
H6 -20.4042 2.3939 15.6240
H7 -21.1855 2.2361 17.9350
H8 -19.6196 3.1342 17.9889
Br5 -22.3839 4.8447 16.3997
C5 -21.0684 5.9265 17.3513
C6 -20.8719 7.3376 16.7989
Br6 -19.1552 7.8493 17.5248
H9 -20.1612 5.3532 17.1845
H10 -21.2696 5.8786 18.4159
H11 -21.6651 8.0005 17.1414
H12 -20.8893 7.4447 15.7188
C7 -22.6040 6.7411 11.8218
N1 -22.8031 7.9903 12.5911
O1 -23.0657 8.9795 11.9594
O2 -22.5347 7.9650 13.7673
H13 -21.5720 6.4679 12.0268
H14 -22.8262 6.9453 10.7836
H15 -23.2838 5.9808 12.2012
C8 -24.3822 9.1969 20.8215
N2 -22.9781 8.9084 20.4719
O3 -22.6146 9.0016 19.3219
O4 -22.2528 8.6313 21.4043
H16 -24.3603 10.0317 21.5150
H17 -24.7642 8.3356 21.3660
H18 -24.9922 9.3285 19.9364
C9 -16.7908 5.6034 20.0017
N3 -18.1481 5.7379 20.5812
O5 -19.0830 5.4255 19.8720
O6 -18.2132 6.1713 21.7145
H19 -16.0108 5.6316 20.7547
H20 -16.6470 6.4112 19.2878
H21 -16.6949 4.6531 19.4792
C10 -24.4275 4.3708 19.5007
N4 -25.1289 5.4729 18.8144
O7 -24.9567 6.6314 19.1428
O8 -25.9608 5.1653 17.9875
H22 -23.5547 4.8433 19.9455
H23 -24.1221 3.6533 18.7475
H24 -25.0891 3.9332 20.2401
C11 -25.1622 8.1328 16.3999
N5 -24.6689 9.5152 16.2236
O9 -25.4278 10.4339 16.4727
O10 -23.5017 9.6975 15.9731
H25 -24.2639 7.5322 16.3194
H26 -25.8967 8.0241 15.6028
H27 -25.6762 8.0733 17.3506
C12 -19.3356 8.9568 12.6135
N6 -19.2608 10.2322 13.3876
O11 -20.0728 11.0914 13.1424
O12 -18.4568 10.2493 14.2983
H28 -19.6227 9.1334 11.5834
H29 -19.9836 8.3408 13.2315
H30 -18.3372 8.5270 12.6337



[9]
C12H30ClF2N4O15PS2 | ωB97M-V/def2-TZVPD

* HOMO-LUMO gap: 7.407 eV
* highest occupied orbital energy: -3.79 eV
* charge: -2

Cartesian coordinates (Å):
N1 5.9199 0.8892 1.3937
S1 6.1883 -0.2350 0.3003
O1 6.9478 -1.3603 0.7553
O2 6.2892 0.1988 -1.0647
F1 4.6855 -0.8262 0.3424
S2 7.1699 1.9238 1.1706
O3 7.2147 2.8090 0.0557
O4 8.4099 1.3220 1.5763
F2 6.8033 2.8303 2.4367
Cl1 1.5131 -2.6467 0.5040
O5 0.4013 -2.0296 -0.1857
O6 1.9974 -1.7863 1.5655
O7 1.0532 -3.8667 1.1795
O8 2.6326 -3.0057 -0.3290
O9 2.3442 2.1649 0.6393
P1 1.5316 2.6528 -0.4691
N2 2.3856 2.5795 -1.8991
C1 1.8704 3.0250 -3.1668
C2 3.6459 1.8435 -1.9510
N3 1.0052 4.2251 -0.2905
C3 -0.1870 4.7563 -0.9636
C4 2.0032 5.2157 0.0679
N4 0.1596 1.8004 -0.8330
C5 -0.9047 1.7197 0.1811
C6 0.3069 0.5576 -1.5903
H1 1.9514 2.2060 -3.8906
H2 2.3585 3.9616 -3.4573
H3 0.7936 3.2032 -3.1340
H4 4.0045 1.6318 -0.9518
H5 4.3725 2.5319 -2.4062
H6 3.5854 0.9776 -2.6148
H7 -0.1691 5.8456 -0.8940
H8 -0.2030 4.5762 -2.0399
H9 -1.1044 4.4241 -0.4804
H10 2.3428 4.9988 1.0856
H11 2.9054 5.1498 -0.5572
H12 1.7025 6.2605 0.0483
H13 -0.6449 0.9697 0.9350
H14 -1.0509 2.7170 0.5895
H15 -1.8357 1.4008 -0.2920
H16 -0.4536 -0.1547 -1.2876
H17 1.3063 0.1323 -1.5086
H18 0.1194 0.7152 -2.6636
C7 -6.8105 -2.2825 -1.1057
O10 -5.7179 -2.6202 -0.2871
C8 -4.8446 -1.6204 -0.0451
O11 -5.1040 -0.4439 -0.1376
O12 -3.7061 -2.1443 0.3349
C9 -2.5637 -1.2641 0.3817
H19 -7.5237 -3.1075 -1.0756
H20 -6.4932 -2.1377 -2.1388
H21 -7.3949 -1.4257 -0.7651
H22 -2.4323 -0.8459 -0.6149
H23 -1.7018 -1.8011 0.7565
H24 -2.8308 -0.4178 1.0167
C10 -1.9476 -4.4978 0.7757
O13 -3.0902 -5.1828 1.3205
C11 -3.7317 -4.5897 2.3166
O14 -3.7663 -3.4180 2.5602
O15 -4.4020 -5.5455 2.9836
C12 -5.4134 -5.0802 3.8460
H25 -1.8662 -3.4160 0.8299
H26 -1.8949 -4.6924 -0.2967
H27 -1.0843 -4.9853 1.2163
H28 -5.8399 -5.9214 4.3791
H29 -6.1757 -4.5259 3.2889
H30 -5.0320 -4.3386 4.5543



| no. | strongest force on any atom (hartree/bohr) |
| --- | --- |
| 1 | 0.0434 |
| 2 | 0.0217 |
| 3 | 0.0110 |
| 4 | 0.3332 |
| 5 | 0.0674 |
| 6 | 0.0081 |
| 7 | 0.2379 |
| 8 | 0.0373 |
| 9 | 0.0810 |